No. 1
Entry from the OMol25 dataset: one molecule with the formula C16H25NO4Si (ωB97M-V with the def2-TZVPD basis set).

Last column: Löwdin charge in e.
CARTESIAN COORDINATES (ANGSTROEM)
O -1.74292 -0.15588 2.63121  -0.044
O 3.92843 3.35412 0.76821  0.013
O -1.65966 0.40985 0.41386  0.032
O -0.33184 -1.33786 -0.56481  -0.127
C 2.88407 4.23478 0.84762  -0.091
C 3.42635 2.11312 0.72626  -0.061
C 1.71720 3.56493 0.91531  -0.022
C 2.05374 2.20345 0.87424  -0.229
C 0.13344 0.90385 1.93035  -0.125
N -1.08019 0.38363 1.70016  -0.185
C 0.55085 1.04158 3.33948  0.000
C -0.51959 -0.15712 -3.13214  -0.175
C 0.60767 0.89341 -3.11171  -0.178
C -1.50658 0.16879 -2.01218  -0.091
C 1.39592 0.87187 -1.78073  -0.141
C -1.31199 -4.08821 -0.99014  -0.163
C -0.60857 -2.98928 1.79100  -0.141
C -3.15150 -2.06200 0.29182  -0.142
C 1.12911 1.04163 0.77458  -0.159
C -0.77014 0.02285 -0.64019  -0.428
C 0.44484 1.04891 -0.61060  -0.180
Si -1.32363 -2.53904 0.08049  0.494
H 2.97179 5.32062 0.85971  0.129
H 4.00897 1.18365 0.70324  0.146
H 0.73775 3.97110 0.94660  0.117
H -0.27504 1.01003 4.02356  0.080
H 1.22475 0.27075 3.65710  0.092
H 1.05495 1.96691 3.53696  0.080
H -0.99197 -0.23388 -4.13311  0.121
H -0.06485 -1.14161 -2.88085  0.119
H 1.27277 0.75662 -3.97272  0.110
H 0.13847 1.87159 -3.21549  0.110
H -1.98784 1.14580 -2.12845  0.130
H -2.35765 -0.52605 -1.99762  0.106
H 1.97049 -0.06839 -1.66340  0.132
H 2.18137 1.65050 -1.75330  0.120
H -1.72709 -3.85971 -1.96952  0.026
H -0.27215 -4.39230 -1.10239  0.027
H -1.88753 -4.91422 -0.58425  0.032
H 0.42229 -3.30263 1.78909  0.021
H -1.18950 -3.80922 2.17780  0.024
H -0.70545 -2.13223 2.47309  0.015
H -3.75375 -2.90236 0.55328  0.024
H -3.57301 -1.66968 -0.61341  0.014
H -3.19037 -1.27502 1.07574  0.030
H 1.77849 0.11754 0.71287  0.173
H -0.05091 2.03483 -0.73666  0.164

Forces on the atoms, in the same order (eV/Å):
O -0.7 0.8 -1.4
O 0.9 1.2 -0.3
O 0.0 -0.4 -0.1
O -0.6 1.2 0.7
C -0.4 0.2 0.1
C -2.4 -0.5 0.9
C 0.4 0.0 0.0
C 1.1 -1.4 -0.4
C -1.2 -0.8 -1.8
N 2.6 0.3 2.0
C -0.2 0.0 0.3
C 0.6 -0.3 0.3
C 0.1 -0.3 0.0
C -0.7 -0.4 0.8
C 0.4 -0.3 -0.3
C 0.5 0.8 -0.1
C -0.4 0.9 -0.6
C 1.3 1.1 0.6
C -0.2 -0.8 -0.6
C 1.3 0.5 -1.4
C -1.3 -0.2 0.4
Si -0.7 -1.1 1.2
H 0.9 -0.6 -0.1
H 0.2 1.0 -0.1
H -0.6 0.4 0.1
H -0.6 -0.1 0.1
H 0.5 -0.7 0.0
H 0.5 0.7 -0.3
H 0.1 0.2 0.7
H -0.4 0.5 -0.4
H 0.0 0.0 0.2
H 0.1 0.2 -0.1
H 0.4 0.1 0.1
H 0.3 -0.1 0.0
H -0.4 0.1 -0.1
H -0.5 -0.1 -0.1
H 0.1 0.0 -0.2
H 0.0 -0.3 -0.2
H 0.0 0.0 0.3
H 0.5 -0.1 -0.2
H -0.4 -0.4 0.3
H -0.1 -0.3 -0.1
H -0.3 -0.8 0.4
H -0.2 0.4 -0.5
H -0.3 -0.7 -0.5
H -0.6 0.6 0.6
H 0.1 -0.4 0.1

Its SMILES is CC1=[N+]([O-])O[C@@]2(O[Si](C)(C)C)CCCC[C@@H]2[C@H]1c1ccoc1. For the orbital gap, the calculation gives 0.3362 Eh. The calculation puts the LUMO energy at 0.70 eV. As for the spin multiplicity: 1. Its energy above the lowest of the compared OMol25 structures with the same formula, charge and spin is 34.1 kcal per mole.


No. 2
Entry from the OMol25 dataset: C16H25OW as an isolated structure (ωB97M-V with the def2-TZVPD basis set).

Last column: Löwdin charge in e.
CARTESIAN COORDINATES (ANGSTROEM)
C -3.97150 0.49671 -2.66792  -0.209
C -4.34202 -0.92123 -2.54115  -0.014
C -4.63941 1.49507 -1.82255  -0.014
C -3.21891 0.93937 -3.85130  -0.015
H -5.61817 1.79315 -2.23444  0.137
H -4.03976 2.40986 -1.73515  0.100
H -4.82440 1.10308 -0.81430  0.099
H -5.24575 -1.16628 -3.12248  0.135
H -4.55265 -1.18671 -1.49857  0.101
H -3.54022 -1.57264 -2.91008  0.107
H -3.87985 1.11957 -4.71507  0.136
H -2.49069 0.18035 -4.16273  0.106
H -2.68400 1.87661 -3.65963  0.100
C -0.04450 -0.65511 2.28608  -0.158
C -1.08730 0.33064 2.15550  -0.256
C -2.07601 -0.18517 1.21291  -0.302
H -1.16893 1.24857 2.72662  0.114
C -1.65707 -1.53463 0.87560  -0.175
C -0.44718 -1.80280 1.55062  -0.168
H 0.04363 -2.77830 1.57294  0.105
H 0.78763 -0.63506 2.97972  0.118
H -3.04127 0.22512 0.98205  0.080
H -2.20943 -2.25216 0.27091  0.103
C 1.61981 1.20203 -1.29340  -0.158
C 1.58471 1.74798 0.02753  -0.158
C 0.29773 2.38668 0.21084  -0.258
H 2.44889 1.85889 0.65754  0.112
C -0.50702 2.11615 -0.98935  -0.310
C 0.35475 1.40204 -1.92181  -0.174
H 0.11415 1.14894 -2.94058  0.093
H 2.50165 0.82380 -1.78726  0.109
H 0.01772 3.03077 1.01977  0.107
H -1.44718 2.55412 -1.24772  0.072
W -0.30571 0.35343 0.15324  1.355
C 2.89574 -3.43693 -1.03666  -0.075
C 1.72329 -2.78668 -0.40015  -0.342
O 1.48142 -1.50610 -0.96712  -0.168
H 2.73018 -3.45698 -2.10722  0.084
H 3.03351 -4.44840 -0.66872  0.088
H 3.77465 -2.84280 -0.84193  0.083
H 0.76721 -3.33159 -0.52317  0.118
H 1.85042 -2.68874 0.69218  0.102
H 2.24955 -1.26213 -1.54190  0.090

Forces on the atoms, in the same order (eV/Å):
C -1.3 0.1 -0.9
C 0.8 -0.5 0.7
C 0.7 0.2 0.9
C 1.1 -0.1 0.3
H 0.2 -0.2 -0.2
H -0.2 -0.1 -0.1
H -0.1 0.0 -0.2
H 0.1 0.4 0.0
H -0.1 0.1 -0.2
H -0.2 0.1 -0.1
H -0.2 -0.1 0.3
H -0.2 0.1 0.0
H -0.2 -0.1 -0.1
C -0.8 0.0 -0.1
C -0.6 0.1 0.5
C -0.5 -0.7 1.0
H 0.0 -0.2 -0.1
C 0.2 0.5 0.2
C -0.3 -0.1 -0.2
H -0.1 0.6 -0.2
H -0.1 0.2 -0.3
H -0.2 0.1 0.2
H 0.2 0.3 0.1
C -1.2 0.9 0.0
C -0.8 0.3 -0.9
C 0.1 0.5 -0.8
H -0.1 -0.2 0.3
C 0.9 1.0 -0.5
C 0.5 0.2 1.2
H -0.1 -0.2 0.0
H -0.1 -0.3 0.2
H 0.0 0.2 0.2
H -0.2 0.4 0.0
W 2.5 -3.0 -0.7
C -0.1 -0.3 -0.3
C -1.1 -0.1 0.8
O 1.0 0.3 -0.8
H 0.1 -0.2 -0.3
H 0.2 -0.1 0.0
H 0.5 0.1 0.1
H 0.6 -0.1 -0.1
H 0.3 0.1 -0.4
H -1.0 -0.3 0.8

For the orbital gap (spin up / spin down), the calculation gives 0.1328 / 0.1272 Eh. The calculation puts the LUMO energy (spin up / spin down) at -5.70 / -5.73 eV. As for the spin multiplicity: 3. Its expectation value of S² is 2.059. As for the net charge: +1.


No. 3
Entry from the OMol25 dataset: C16H26AuN6O6 as an isolated structure (ωB97M-V with the def2-TZVPD basis set).

Last column: Löwdin charge in e.
CARTESIAN COORDINATES (ANGSTROEM)
O -3.27646 0.11058 -2.70585  -0.128
H -4.16646 -0.04624 -3.06334  0.087
Au -0.74935 -0.23115 -0.39183  1.278
N -1.70717 1.65609 -0.52125  -0.198
N 0.38160 0.90719 -1.87527  -0.137
N -1.07486 -1.72093 1.13155  -0.206
N 0.88142 -1.61070 -0.50023  -0.110
O -2.44573 2.11972 0.37478  0.045
O -1.87559 -1.56091 2.11672  -0.093
O 2.03693 -1.43212 -1.13632  -0.033
O 1.52756 0.64038 -2.40564  -0.026
C -0.27747 1.98903 -2.35807  -0.258
C -1.46092 2.35657 -1.67840  -0.235
C -0.34544 -2.85831 1.04039  -0.288
C 0.76807 -2.77084 0.17191  -0.243
C -2.38400 3.44263 -2.08172  0.013
H -3.27017 3.02957 -2.58599  0.109
H -1.88686 4.11915 -2.78348  0.082
H -2.70612 4.00934 -1.19971  0.099
C 0.35150 2.68924 -3.50527  0.006
H 0.33067 2.03925 -4.39294  0.112
H 1.40408 2.92409 -3.28782  0.104
H -0.16968 3.62071 -3.74772  0.082
C -0.65657 -3.99583 1.93122  -0.011
C 1.85294 -3.78114 0.12790  0.017
H -1.73728 -4.10822 2.06778  0.095
H -0.20181 -3.87315 2.92407  0.104
H -0.26779 -4.92310 1.50066  0.085
H 2.57112 -3.52957 -0.65752  0.089
H 1.43952 -4.77785 -0.06761  0.101
H 2.38430 -3.81734 1.09093  0.115
H -2.76001 -0.49504 1.07484  0.057
H 1.87754 -0.54114 -1.71057  0.049
C -1.47579 -1.22557 -2.57084  0.018
H -1.40548 -0.58728 -3.44116  0.034
H -2.39628 -1.71609 -2.28591  0.024
H -0.65713 -1.95707 -2.58777  0.017
O -2.92085 -0.43498 0.08521  -0.201
H -3.36617 0.08910 -1.72972  0.017
H -3.23531 -1.33430 -0.12472  0.087
N 1.83080 2.87982 1.65168  0.133
C 0.90756 2.41293 0.77716  -0.130
N 0.64779 1.13227 1.00897  0.050
C 1.40943 0.74784 2.10434  -0.209
C 1.54325 -0.46961 2.77612  0.000
C 2.47679 -0.55779 3.81259  -0.065
C 3.23403 0.55786 4.21052  -0.065
C 3.08865 1.79518 3.55978  -0.003
C 2.17592 1.85002 2.51764  -0.191
H 2.18955 3.82785 1.66802  0.171
H 0.46291 3.05085 0.01717  0.129
H 0.89860 -1.28590 2.46213  0.084
H 2.61598 -1.50708 4.32628  0.108
H 3.94073 0.45655 5.03831  0.112
H 3.64751 2.69543 3.82798  0.119

Forces on the atoms, in the same order (eV/Å):
O -2.3 1.4 0.3
H 0.2 0.3 0.2
Au 5.8 -1.0 -2.0
N -1.4 1.1 0.6
N 0.7 1.4 -1.5
N 0.6 -2.1 2.3
N -1.2 -3.1 1.5
O 0.7 -0.4 -1.4
O 0.2 -0.1 -1.2
O -0.3 1.7 -1.0
O -1.6 0.1 0.8
C 0.2 -0.6 0.2
C 0.2 -0.4 0.3
C -1.9 1.7 0.4
C 0.5 2.6 -1.4
C 0.1 0.6 0.0
H 0.2 0.0 0.2
H -0.2 -0.1 0.2
H 0.0 -0.2 -0.2
C -0.2 0.6 -0.4
H 0.1 0.2 0.2
H -0.3 -0.2 0.0
H 0.1 -0.3 0.0
C 0.1 -0.6 0.2
C 0.3 -0.2 -0.2
H 0.2 0.2 0.0
H -0.2 0.0 -0.1
H 0.0 0.1 0.1
H -0.2 -0.1 0.3
H 0.0 0.2 0.1
H -0.2 0.0 -0.2
H -0.5 0.0 -0.4
H 0.6 -0.9 0.3
C 2.2 -2.5 0.0
H -0.3 0.2 0.4
H 0.2 0.2 -0.2
H 0.1 0.3 0.3
O -3.2 -0.9 0.7
H -0.3 0.2 -0.6
H 0.0 0.4 0.2
N 0.0 0.4 0.0
C 0.4 -1.0 0.9
N -0.2 0.8 0.0
C 0.6 0.6 0.2
C 0.1 0.0 0.0
C -0.5 0.1 -0.4
C 0.0 0.7 -0.3
C 0.2 -0.4 0.5
C -0.1 -0.1 -0.3
H -0.1 -0.3 0.0
H 0.2 -0.3 0.2
H 0.4 0.0 0.3
H -0.1 0.2 -0.1
H -0.3 0.1 -0.3
H -0.1 -0.5 0.1

For the orbital gap (spin up / spin down), the calculation gives 0.2090 / 0.2155 Eh. The calculation puts the LUMO energy (spin up / spin down) at -5.27 / -5.13 eV. As for the spin multiplicity: 3. Its energy above the lowest of the compared OMol25 structures with the same formula, charge and spin is 17.8 kcal per mole. Its expectation value of S² is 2.341. As for the net charge: +1.


No. 4
Entry from the OMol25 dataset: C16H26Cl2CsN6OS4 as an isolated structure (ωB97M-V with the def2-TZVPD basis set).

Last column: Löwdin charge in e.
CARTESIAN COORDINATES (ANGSTROEM)
Cs -0.83220 -0.05545 -0.37329  0.836
O -2.07131 -7.28948 1.14996  -0.126
C -1.73026 -6.15600 0.88394  -1.073
S -1.78992 -5.44323 -0.72670  0.887
C -1.09606 -3.87159 -0.34553  -1.214
C -0.80256 -3.65889 0.95315  -1.202
S -0.08031 -2.24861 1.73401  0.238
S -1.15431 -4.98010 2.06233  0.888
S -0.88112 -2.83293 -1.76419  0.186
Cl 1.89584 1.19791 1.37980  0.489
C 0.92847 0.79638 2.81130  -1.010
Cl -0.54368 1.79061 2.91527  0.478
H 1.52653 1.04290 3.67973  0.023
H 0.63674 -0.25134 2.76610  -0.099
C 4.51648 1.73168 -3.68680  -0.070
N 4.32271 1.05074 -2.42627  -0.097
C 5.50461 0.36039 -1.92954  -0.160
C 4.91737 -0.58175 -0.89203  -0.148
N 3.64311 -0.88826 -1.49747  -0.108
C 2.69686 -1.74706 -0.81226  -0.063
C 3.21196 0.20173 -2.22263  -0.367
N 1.98468 0.33331 -2.52246  0.094
C 1.40462 1.39492 -3.31358  -0.225
C -0.12731 1.20679 -3.22034  -0.296
N -0.79225 2.19652 -2.40020  0.016
C -1.07287 3.37010 -2.78387  -0.368
N -1.72384 4.26144 -1.92560  -0.119
C -1.64065 4.04845 -0.50177  -0.059
C -1.53654 5.60632 -2.42484  -0.155
C -1.47670 5.34937 -3.91930  -0.157
N -0.80106 4.06324 -3.97222  -0.091
C -0.78504 3.41434 -5.26466  -0.053
H 5.39671 2.37130 -3.60296  0.084
H 3.66974 2.36508 -3.92816  0.062
H 4.68328 1.02947 -4.51655  0.095
H 6.23125 1.06640 -1.52298  0.117
H 5.98150 -0.21840 -2.73519  0.121
H 4.79988 -0.07647 0.07879  0.118
H 5.51900 -1.47945 -0.74427  0.121
H 3.19968 -2.67685 -0.54539  0.094
H 1.85847 -1.98129 -1.46648  0.035
H 2.29578 -1.29581 0.10281  0.019
H 1.73228 1.35091 -4.36167  0.102
H 1.65897 2.39403 -2.93109  0.114
H -0.18149 0.25915 -2.69004  -0.043
H -0.62358 1.04099 -4.17940  0.104
H -1.93524 3.03168 -0.24827  0.055
H -2.31822 4.73962 -0.00014  0.087
H -0.62435 4.20662 -0.11727  0.096
H -0.58989 6.04450 -2.07184  0.125
H -2.35736 6.26228 -2.13235  0.120
H -0.91525 6.10870 -4.46615  0.119
H -2.49049 5.28469 -4.34114  0.125
H -0.57788 4.17291 -6.02028  0.087
H -1.74213 2.93741 -5.50901  0.100
H 0.00473 2.66936 -5.32230  0.066

Forces on the atoms, in the same order (eV/Å):
Cs -0.4 0.4 0.6
O 0.0 -0.1 0.0
C -0.1 0.2 0.0
S 0.0 -0.2 0.0
C 0.1 0.4 -0.4
C 0.2 0.4 0.2
S 0.1 -0.6 0.3
S 0.0 -0.2 0.0
S -0.1 -0.7 0.1
Cl 0.1 0.1 0.0
C 0.1 0.1 0.2
Cl 0.0 0.0 -0.1
H 0.0 -0.1 0.0
H 0.0 0.1 0.0
C 0.0 0.0 -0.1
N -0.1 0.0 0.1
C 0.1 -0.1 0.0
C 0.1 0.0 0.0
N 0.1 0.1 0.0
C -0.1 0.0 0.0
C 0.0 0.1 0.2
N 0.0 0.0 -0.2
C 0.0 0.1 0.0
C 0.2 -0.1 0.0
N -0.1 0.0 -0.2
C 0.1 0.1 0.1
N 0.0 0.1 -0.1
C 0.0 -0.1 0.2
C 0.0 0.0 0.0
C 0.0 0.1 0.0
N 0.0 0.0 0.1
C 0.1 -0.1 -0.1
H 0.0 0.0 0.0
H 0.0 0.0 0.0
H 0.0 0.0 0.0
H 0.0 0.0 0.0
H 0.0 0.0 0.0
H 0.0 0.0 0.0
H 0.0 0.0 0.0
H 0.0 0.0 0.0
H 0.0 0.0 0.0
H 0.1 0.0 -0.1
H 0.0 0.0 0.0
H 0.0 0.0 0.0
H -0.2 0.0 -0.6
H 0.1 0.1 -0.1
H 0.0 0.1 -0.1
H 0.0 0.0 0.0
H 0.0 0.0 0.0
H 0.0 0.0 0.0
H 0.0 0.0 0.0
H 0.0 0.0 0.0
H 0.0 0.0 0.0
H 0.0 0.0 0.0
H 0.0 0.0 0.0
H 0.0 0.0 0.0

For the orbital gap, the calculation gives 0.1601 Eh. The calculation puts the LUMO energy at 1.73 eV. As for the spin multiplicity: 1. Its energy above the lowest of the compared OMol25 structures with the same formula, charge and spin is 16.9 kcal per mole. As for the net charge: -1.


Number 1: energy -34553.4561 eV. Number 2: energy -20859.0189 eV. Number 3: energy -41913.2681 eV. Number 4: energy -96937.8773 eV.